C30H50InOP4 | ωB97M-V/def2-TZVPD

Kohn-Sham gap (spin up / spin down) = 4.217 / 5.020 eV
Total energy = -2802.89510 Eh
HOMO level (spin up / spin down) = -15.87 / -15.85 eV
F_max = 1.9 eV/A

```
! wB97M-V def2-TZVPD RIJCOSX def2/J DEFGRID3
* xyz 3 1
In -0.0895 0.1546 -0.2393
P -1.1666 2.9373 0.1374
P -2.4270 -0.6172 1.1725
P 1.1330 1.2234 -2.4432
H -2.4680 -7.2079 -4.7747
C -1.4193 -7.1287 -5.0824
C -0.4353 -7.6878 -4.3688
H -0.6475 -8.2636 -3.4619
C -2.5069 3.4567 -1.0077
C -1.9742 3.3184 1.7405
C -0.0263 4.3667 0.0011
C -2.4054 -2.4409 1.1849
C -2.6624 -0.1801 2.9230
C -4.0517 -0.2321 0.4224
C 1.9821 -0.1698 -3.2513
C 2.4100 2.5103 -2.2711
C 0.0253 1.8678 -3.7483
H -1.2147 -6.6146 -6.0291
H 0.6054 -7.6548 -4.7086
H -2.8677 4.4663 -0.7554
H -3.3348 2.7396 -0.9288
H -2.1225 3.4505 -2.0367
H -2.2189 4.3930 1.8019
H -1.2860 3.0647 2.5577
H -2.8942 2.7298 1.8483
H -0.3823 5.0670 -0.7689
H 0.9813 4.0194 -0.2548
H 0.0274 4.8853 0.9696
H -3.1817 -2.8313 1.8561
H -1.4223 -2.7949 1.5210
H -2.5739 -2.8216 0.1683
H -3.7343 -0.1559 3.1728
H -2.2234 0.8037 3.1253
H -2.1527 -0.9144 3.5592
H -4.8513 -0.8230 0.8938
H -3.9992 -0.4671 -0.6491
H -4.2672 0.8399 0.5401
H 2.7549 0.2275 -3.9208
H 1.2622 -0.7726 -3.8206
H 2.4511 -0.8208 -2.5024
H 3.2157 2.3249 -2.9953
H 2.8345 2.4993 -1.2597
H 1.9810 3.5041 -2.4590
H 0.5179 1.8276 -4.7300
H -0.2570 2.9067 -3.5285
H -0.8845 1.2560 -3.7774
C -0.1780 -2.6271 -1.7207
C -1.3281 -2.2660 -2.4826
C -1.7288 -3.0473 -3.5582
C -0.9934 -4.1817 -3.9039
C 0.1382 -4.5422 -3.1699
C 0.5665 -3.7737 -2.0977
O 0.2401 -1.9597 -0.6621
H -1.5135 0.3409 -1.3587
H -1.8956 -1.3718 -2.2144
H -2.6264 -2.7713 -4.1191
H -1.3166 -4.8171 -4.7256
H 0.6868 -5.4475 -3.4188
H 1.4438 -4.0016 -1.5043
C 3.2185 -0.4007 1.4570
P 1.7156 0.6004 1.6793
C 1.1203 -0.1548 3.2360
C 0.7230 -1.5087 3.1786
C 0.2266 -2.1490 4.3138
C 0.1089 -1.4407 5.5187
C 0.5175 -0.1031 5.5848
C 1.0576 0.5217 4.4575
C 2.4165 2.2759 1.9580
C 3.6085 2.6760 1.3130
C 4.0840 3.9815 1.4468
C 3.3982 4.9038 2.2429
C 2.2298 4.5129 2.9039
C 1.7317 3.2178 2.7454
H 2.9480 -1.4620 1.4367
H 3.8737 -0.2038 2.3187
H 3.7114 -0.1179 0.5221
H 0.8090 -2.0667 2.2382
H -0.0691 -3.1982 4.2587
H -0.3067 -1.9349 6.3997
H 0.4174 0.4522 6.5137
H 1.4427 1.5356 4.5390
H 4.1903 1.9535 0.7351
H 5.0033 4.2701 0.9411
H 3.7772 5.9191 2.3581
H 1.7054 5.2102 3.5563
H 0.8129 2.9347 3.2612
*
```

Mulliken atomic charge list, values in e, 2 entries: In 1.1123; P 0.9035



C30H50N2NiO4Si | ωB97M-V/def2-TZVPD

Kohn-Sham gap (spin up / spin down) = 7.624 / 7.997 eV
<S²> = 2.007
Total energy = -3381.62199 Eh
HOMO level (spin up / spin down) = -7.29 / -7.67 eV
F_max = 0.5 eV/A

```
! wB97M-V def2-TZVPD RIJCOSX def2/J DEFGRID3
* xyz 0 3
Ni 1.5102 -0.0547 -0.0145
N 3.3232 -0.5546 -1.0339
C 4.0567 -1.7997 -0.6770
C 3.6072 -2.2954 0.6850
C 3.9949 -1.3618 1.8426
C 2.8070 -1.0624 2.7462
N 1.9178 -0.0969 2.0660
H 3.0390 -0.5862 -2.0070
H 3.9033 0.2722 -0.9525
H 5.1322 -1.6168 -0.6915
H 3.8445 -2.5600 -1.4275
H 3.9885 -3.3033 0.8603
H 2.5182 -2.3843 0.6424
H 4.3604 -0.4022 1.4559
H 4.8105 -1.7926 2.4240
H 3.1320 -0.6759 3.7134
H 2.2430 -1.9785 2.9282
H 2.2784 0.8472 2.1671
H 0.9882 -0.0980 2.4756
C 4.4324 6.4754 -1.0922
C 5.2466 5.5363 -0.4768
C 4.7461 4.2776 -0.1765
C 3.4289 3.9208 -0.4722
C 2.6227 4.8766 -1.1009
C 3.1212 6.1351 -1.4039
C 2.9896 2.5358 -0.1423
C 1.7909 1.9413 -0.2039
C 0.5145 2.6300 -0.5081
C -0.0253 3.5474 0.3942
C -1.2437 4.1661 0.1455
C -1.9495 3.8841 -1.0154
C -1.4321 2.9600 -1.9133
C -0.2198 2.3364 -1.6566
H 4.8139 7.4607 -1.3292
H 6.2727 5.7832 -0.2326
H 5.3914 3.5483 0.3035
H 1.6025 4.6343 -1.3612
H 2.4777 6.8571 -1.8928
H 3.8318 1.9284 0.2134
H 0.5323 3.7850 1.2936
H -1.6380 4.8806 0.8589
H -2.8987 4.3675 -1.2117
H -1.9822 2.7133 -2.8141
H 0.1705 1.6085 -2.3597
C -0.6000 -2.9308 2.4559
C -1.1339 -3.7038 1.2507
C 0.0220 -4.2784 0.4326
C -2.0621 -4.8153 1.7139
O -1.9153 -2.8582 0.4115
Si -1.6598 -1.2814 -0.0277
O -0.1162 -0.9368 -0.1784
O -2.3027 -0.2874 1.1075
C -3.6421 -0.0539 1.5513
C -3.5013 0.6959 2.8669
C -4.3848 -1.3678 1.7654
C -4.3766 0.8066 0.5286
O -2.5494 -1.0785 -1.3949
C -2.3973 -1.6005 -2.7143
C -2.1493 -3.1046 -2.6880
C -3.7025 -1.2955 -3.4333
C -1.2359 -0.8872 -3.4020
H -0.0386 -3.5930 3.1194
H -1.4228 -2.4822 3.0178
H 0.0541 -2.1230 2.1142
H 0.7139 -4.8384 1.0682
H 0.5570 -3.4598 -0.0541
H -0.3596 -4.9495 -0.3407
H -1.5289 -5.5277 2.3485
H -2.4637 -5.3456 0.8484
H -2.8985 -4.3966 2.2784
H -2.9138 0.1038 3.5734
H -4.4816 0.8952 3.3059
H -2.9871 1.6447 2.7001
H -3.8675 -1.9894 2.5006
H -4.4549 -1.9340 0.8337
H -5.3947 -1.1651 2.1292
H -3.8550 1.7562 0.4014
H -5.3963 1.0029 0.8674
H -4.4121 0.3030 -0.4397
H -2.9345 -3.6099 -2.1230
H -1.1929 -3.3348 -2.2105
H -2.1343 -3.4938 -3.7082
H -4.5227 -1.8607 -2.9853
H -3.6328 -1.5555 -4.4917
H -3.9292 -0.2310 -3.3456
H -0.3227 -1.0174 -2.8161
H -1.4450 0.1821 -3.4800
H -1.0804 -1.2886 -4.4059
*
```

Mulliken atomic charge list, values in e, 2 entries: Ni 0.2118; N -0.5105



C30H50O28Rb2 | ωB97M-V/def2-TZVPD

Kohn-Sham gap = 4.834 eV
Total energy = -3328.02261 Eh
HOMO level = -6.58 eV
F_max = 3.2 eV/A

```
! wB97M-V def2-TZVPD RIJCOSX def2/J DEFGRID3
* xyz 0 1
Rb -3.3245 -3.1766 -3.0890
Rb -1.9693 -0.2189 -5.5984
C -0.5362 1.9820 -1.5311
C -1.1042 1.1298 -2.5286
C -0.9554 -0.4294 -2.3365
O -1.2102 -1.2563 -3.2513
C -0.4129 -0.8491 -1.1079
C -0.0235 0.0047 -0.0888
C -0.0753 1.4834 -0.3106
O 0.4083 2.2973 0.5179
O 0.1897 -0.4778 1.0488
O -1.5577 1.5607 -3.6057
H -0.4791 3.0480 -1.6898
H -0.3208 -1.9246 -1.0040
C 2.8461 -1.7187 -2.8201
O 3.8158 -0.8114 -3.3891
C 4.6892 -0.2327 -2.5795
O 4.6963 -0.2493 -1.3816
O 5.5366 0.4604 -3.3357
C 6.5446 1.2005 -2.6918
H 2.1667 -0.9956 -2.3646
H 3.3526 -2.4958 -2.2588
H 2.2522 -2.1539 -3.6232
H 7.3665 1.4094 -3.3787
H 6.9367 0.7183 -1.8006
H 6.1828 2.2125 -2.4863
C -0.3582 -3.5920 1.2675
O 0.0439 -4.8134 1.8924
C 0.2972 -5.8268 1.1198
O 0.1685 -5.8985 -0.0776
O 0.6272 -6.8754 1.8817
C 0.7966 -8.1440 1.2860
H -0.8117 -2.9760 2.0424
H -1.1590 -3.8575 0.5724
H 0.4754 -3.0044 0.8907
H 1.4579 -8.0392 0.4239
H -0.1709 -8.5105 0.9384
H 1.2227 -8.8858 1.9540
C -3.1692 -1.0525 1.1344
O -4.4597 -1.6057 0.9622
C -4.6790 -2.6945 0.2863
O -3.8449 -3.4485 -0.1756
O -5.9888 -2.7532 0.0769
C -6.5199 -3.7237 -0.7714
H -2.4600 -1.7530 1.5662
H -3.2736 -0.2158 1.8240
H -2.7579 -0.5679 0.2465
H -6.3531 -3.5221 -1.8313
H -7.5818 -3.9064 -0.6023
H -6.1507 -4.7255 -0.5137
C -5.8478 0.5855 -1.6763
O -5.1887 1.1068 -0.5446
C -4.3486 2.1177 -0.8075
O -4.2789 2.7036 -1.8564
O -3.6376 2.3868 0.2566
C -2.8729 3.5735 0.2693
H -5.9902 1.3095 -2.4752
H -6.8096 0.1401 -1.4306
H -5.2321 -0.2336 -2.0563
H -2.2167 3.5822 1.1357
H -3.5506 4.4278 0.3670
H -2.2750 3.6921 -0.6329
C -1.3864 1.2966 3.7276
O -2.1264 1.0874 4.9399
C -1.4697 0.5304 5.9421
O -0.4100 -0.0466 5.8789
O -2.1737 0.6890 7.0540
C -1.8837 -0.0847 8.2017
H -2.1868 1.5512 3.0317
H -0.9316 0.3757 3.3678
H -0.6839 2.1248 3.7783
H -2.6699 0.1915 8.8987
H -0.8813 0.0003 8.6189
H -1.9947 -1.1480 7.9660
C 1.5825 1.5649 -4.6977
O 2.0960 1.6372 -6.0250
C 1.4989 1.0735 -7.0386
O 0.3592 0.6491 -7.0592
O 2.2429 1.1945 -8.1109
C 1.7165 0.9460 -9.4018
H 2.0170 0.7476 -4.1275
H 0.5093 1.3743 -4.6833
H 1.7640 2.5086 -4.1956
H 1.3887 -0.0911 -9.4436
H 2.5609 1.0894 -10.0742
H 0.9670 1.6543 -9.7534
C 3.0150 9.5575 2.0379
O 1.9525 8.6536 1.8246
C 2.1903 7.3850 2.1617
O 3.1342 6.9995 2.8045
O 1.2426 6.6163 1.6501
C 1.2653 5.2117 2.0397
H 3.8362 9.4471 1.3298
H 3.4520 9.5778 3.0359
H 2.6021 10.5547 1.8901
H 1.7001 4.7360 1.1668
H 0.2140 4.9393 2.1041
H 1.7202 5.0270 3.0055
C 1.8011 -1.2089 4.1538
O 2.8800 -1.6535 3.3348
C 3.2678 -2.9050 3.4302
O 3.0462 -3.6855 4.3241
O 4.0256 -3.2008 2.3639
C 4.0067 -4.5213 1.8989
H 1.2589 -0.4000 3.6729
H 2.1805 -0.7719 5.0779
H 1.1267 -2.0345 4.3679
H 3.0772 -4.8927 1.4527
H 4.2029 -5.2597 2.6815
H 4.7804 -4.6038 1.1385
*
```

Mulliken atomic charge list, values in e, 2 entries: Rb 0.9368; Rb 0.9835